(1)
# C24H21ClN6O5V

A molecular structure, C24H21ClN6O5V (ωB97M-V with the def2-TZVPD basis set, the OMol25 dataset).

Geometry (Å):
V 9.94 10.34 9.40
O 12.19 9.10 13.01
C 11.31 8.16 13.46
C 11.58 7.33 14.56
C 10.65 6.39 15.00
C 9.44 6.24 14.34
C 9.12 7.03 13.26
C 10.04 8.00 12.80
C 9.69 8.82 11.66
O 10.61 9.57 11.18
N 8.38 8.73 11.24
N 8.23 9.54 10.21
C 7.14 9.85 9.57
C 7.29 10.70 8.39
C 6.23 11.20 7.63
C 6.54 11.94 6.49
C 7.89 12.20 6.14
C 8.91 11.69 6.94
N 8.60 10.97 8.03
H 12.98 9.08 13.60
H 12.53 7.43 15.06
H 10.89 5.75 15.84
H 8.73 5.48 14.69
H 8.18 6.95 12.73
H 6.16 9.54 9.91
H 5.19 10.99 7.89
H 5.72 12.33 5.88
H 8.13 12.75 5.24
H 9.97 11.83 6.70
Cl 15.63 6.13 9.62
C 14.44 7.29 9.29
C 14.85 8.64 9.21
C 13.93 9.61 9.04
C 12.56 9.25 8.88
O 11.85 10.29 8.52
C 12.14 7.83 8.84
C 10.75 7.55 8.60
O 9.81 8.35 8.61
C 13.13 6.87 9.11
H 15.91 8.84 9.33
H 14.10 10.68 8.96
H 10.51 6.48 8.44
H 12.89 5.82 9.17
C 11.50 15.84 9.95
N 10.88 14.52 10.09
C 9.77 14.26 11.06
C 9.55 12.76 10.73
O 8.73 11.95 11.13
N 10.47 12.36 9.80
C 11.25 13.39 9.42
N 12.25 13.32 8.50
H 10.85 16.58 10.40
H 11.62 16.10 8.91
H 12.47 15.89 10.46
H 8.87 14.86 10.86
H 10.08 14.44 12.10
H 12.50 12.38 8.14
H 12.81 14.12 8.28

Computed properties:
<S²>: 0.91
LUMO level (spin up / spin down) (eV): -8.6999 / -7.2634
Net charge: +2
HOMO level (spin up / spin down) (eV): -13.293 / -13.326
Gap between HOMO and LUMO (spin up / spin down) (eV): 4.59 / 6.06
Calculated total energy (eV): -82603.90897
Multiplicity: 2

***

(2)
# C46H60BMgN8O4S3

A molecular structure, C46H60BMgN8O4S3 (ωB97M-V with the def2-TZVPD basis set, the OMol25 dataset).

Geometry (Å):
Mg -1.57 2.30 -0.42
C -4.54 -3.66 2.52
C -3.41 -3.91 1.58
C -2.96 -5.14 1.19
C -1.86 -5.30 0.30
N -1.22 -4.26 -0.18
N -1.68 -3.08 0.20
B -1.16 -1.61 0.01
N -0.98 -1.27 -1.48
N 0.06 -2.03 -1.87
C 0.51 -1.93 -3.08
C -0.10 -1.03 -4.00
C -1.15 -0.26 -3.62
C -1.78 0.74 -4.53
C -1.61 -0.39 -2.26
S -2.90 0.59 -1.69
C 1.70 -2.79 -3.47
C 2.21 -3.57 -2.26
C 1.26 -3.77 -4.56
C 2.82 -1.88 -3.99
N 0.16 -1.43 0.79
N 0.38 -2.47 1.63
C 1.50 -2.56 2.26
C 2.52 -1.59 2.09
C 2.30 -0.51 1.30
C 3.32 0.57 1.12
C 1.02 -0.40 0.63
S 0.69 0.97 -0.30
C 1.70 -3.81 3.11
C 2.57 -3.52 4.34
C 0.35 -4.36 3.57
C 2.40 -4.85 2.22
C -2.69 -2.85 1.02
S -2.74 -1.12 1.11
C -1.39 -6.68 -0.11
C -2.55 -7.42 -0.80
C -0.97 -7.45 1.15
C -0.21 -6.60 -1.07
H -5.00 -4.60 2.85
H -5.31 -3.05 2.05
H -4.19 -3.12 3.40
H -3.45 -6.03 1.57
H 0.30 -0.95 -5.00
H -1.33 0.68 -5.52
H -1.64 1.74 -4.12
H -2.85 0.57 -4.60
H 1.43 -4.21 -1.84
H 2.55 -2.90 -1.47
H 3.05 -4.19 -2.57
H 0.47 -4.43 -4.20
H 2.11 -4.38 -4.87
H 0.89 -3.25 -5.45
H 3.11 -1.15 -3.24
H 2.52 -1.34 -4.89
H 3.69 -2.48 -4.24
H 3.47 -1.69 2.60
H 4.24 0.31 1.65
H 2.94 1.52 1.50
H 3.54 0.72 0.06
H 2.15 -2.71 4.94
H 3.59 -3.25 4.07
H 2.62 -4.41 4.96
H -0.19 -3.63 4.18
H 0.52 -5.26 4.18
H -0.28 -4.63 2.73
H 3.36 -4.49 1.87
H 1.78 -5.08 1.35
H 2.57 -5.77 2.78
H -3.41 -7.54 -0.15
H -2.22 -8.41 -1.10
H -2.87 -6.88 -1.70
H -1.79 -7.57 1.86
H -0.14 -6.94 1.66
H -0.63 -8.45 0.87
H -0.46 -6.05 -1.97
H 0.10 -7.61 -1.35
H 0.65 -6.10 -0.60
C -1.30 1.90 2.62
O -2.28 2.08 1.59
C -3.13 3.20 1.88
C -4.09 3.35 0.74
O -3.32 3.50 -0.45
C -4.11 3.77 -1.61
H -1.81 1.72 3.57
H -0.66 2.79 2.69
H -0.71 1.03 2.36
H -2.51 4.09 2.00
H -3.67 3.00 2.81
H -4.72 4.23 0.89
H -4.74 2.47 0.65
H -4.81 2.95 -1.80
H -3.41 3.85 -2.44
H -4.65 4.70 -1.48
O -0.72 3.42 -2.01
C -0.25 4.22 -1.16
N 0.43 5.37 -1.38
C 0.90 5.92 -0.11
C 0.19 4.94 0.88
O 0.23 5.04 2.09
N -0.42 3.97 0.16
C 0.40 7.33 0.15
C 0.81 7.96 1.32
C 0.34 9.23 1.62
C -0.53 9.88 0.75
C -0.93 9.25 -0.41
C -0.47 7.97 -0.71
C 2.42 5.77 -0.02
C 2.99 4.57 0.37
C 4.36 4.40 0.35
C 5.19 5.45 -0.06
C 4.62 6.65 -0.46
C 3.24 6.81 -0.44
H 0.87 5.55 -2.27
H 1.48 7.46 2.00
H 0.66 9.72 2.54
H -0.89 10.88 0.99
H -1.61 9.75 -1.09
H -0.80 7.48 -1.62
H 2.36 3.75 0.69
H 4.80 3.46 0.67
H 6.26 5.32 -0.07
H 5.25 7.46 -0.78
H 2.81 7.76 -0.73

Computed properties:
Energy relative to the best compared isomer or geometry (same formula, charge and spin) (kJ/mol): 7.5
LUMO level (eV): -2.7532
Net charge: +1
HOMO level (eV): -10.415
Gap between HOMO and LUMO (eV): 7.66
Calculated total energy (eV): -107416.33948

***

(3)
# C16H14N6O3S

C16H14N6O3S in the gas phase (ωB97M-V with the def2-TZVPD basis set, the OMol25 dataset).

Geometry (Å):
C 1.45 2.33 -1.77
C 1.90 1.48 -0.62
C 3.17 0.93 -0.63
C 3.60 0.12 0.42
C 2.77 -0.14 1.50
C 1.50 0.41 1.52
C 1.06 1.21 0.47
N -0.22 1.75 0.46
C -1.29 1.42 1.24
O -1.29 0.57 2.10
C -2.54 2.18 0.85
H -3.34 2.03 1.58
H -2.36 3.24 0.69
S -3.10 1.50 -0.76
C -3.56 -0.09 -0.17
N -4.70 -0.37 0.38
N -4.67 -1.65 0.77
C -3.50 -2.13 0.46
N -2.73 -1.19 -0.15
C -1.41 -1.33 -0.60
C -0.49 -2.05 0.14
C 0.80 -2.18 -0.35
C 1.12 -1.56 -1.55
N 0.24 -0.85 -2.25
C -0.99 -0.75 -1.80
H -1.68 -0.18 -2.42
H 2.11 -1.62 -1.97
H 1.54 -2.74 0.19
H -0.77 -2.49 1.09
H -3.19 -3.14 0.64
H -0.41 2.39 -0.30
H 0.85 0.22 2.36
H 3.13 -0.75 2.31
N 4.91 -0.46 0.37
O 5.62 -0.17 -0.57
O 5.22 -1.22 1.26
H 3.84 1.11 -1.46
H 0.61 1.85 -2.28
H 2.25 2.44 -2.49
H 1.15 3.32 -1.45

Computed properties:
LUMO level (eV): -0.6739
HOMO level (eV): -9.269
SMILES string: Cc1cc([N+](=O)[O-])ccc1NC(=O)CSc1nncn1-c1cccnc1
Gap between HOMO and LUMO (eV): 8.60
Calculated total energy (eV): -42735.14327

***

(4)
# C6H17O3PSi

2 unconnected molecules or ions with the total composition C6H17O3PSi (ωB97M-V with the def2-TZVPD basis set, the OMol25 dataset).

Geometry (Å):
C -1.99 -0.56 -3.33
C 3.20 -0.43 0.94
C -1.93 1.07 1.85
C -0.86 0.18 -2.63
C 2.52 0.47 0.07
C -0.91 0.12 1.35
O 0.26 2.07 -0.35
O -1.03 -0.13 -1.24
O 1.31 -0.15 -0.39
Si -0.61 -1.61 1.97
P -0.09 0.64 -0.19
H -2.10 -0.44 -4.44
H -1.82 -1.64 -3.22
H -2.91 -0.30 -2.71
H 2.98 -1.50 0.58
H 4.27 -0.13 1.10
H 2.81 -0.46 1.95
H -2.27 1.18 2.92
H -1.48 2.07 1.76
H -2.89 1.06 1.16
H -0.96 1.31 -2.86
H 0.19 -0.03 -3.13
H 3.02 0.81 -0.84
H 2.24 1.56 0.43
H 1.15 0.83 2.45
H -0.33 -1.60 3.34
H -2.00 -2.00 2.32
H 0.25 -2.40 1.11

Computed properties:
Energy relative to the best compared isomer or geometry (same formula, charge and spin) (kJ/mol): 211.6
LUMO level (spin up / spin down) (eV): -0.8819 / -0.8795
HOMO level (spin up / spin down) (eV): -10.168 / -8.903
Gap between HOMO and LUMO (spin up / spin down) (eV): 9.29 / 8.02
Calculated total energy (eV): -29802.72021

***

(5)
# C4H6O2

A molecular structure, C4H6O2 (ωB97M-V with the def2-TZVPD basis set, the OMol25 dataset).

Geometry (Å):
C -0.79 -1.29 -0.39
C 0.14 0.28 0.49
C -0.40 1.61 0.17
O 0.11 1.36 1.46
C 1.46 -0.25 0.15
O 1.46 -1.26 -0.52
H -0.97 -1.96 0.44
H -1.61 -0.70 -0.73
H -0.44 -1.92 -1.25
H 0.12 2.31 -0.49
H -1.49 1.67 0.16
H 2.41 0.16 0.50

Computed properties:
Energy relative to the best compared isomer or geometry (same formula, charge and spin) (kJ/mol): 520.7
LUMO level (eV): 0.2041
HOMO level (eV): -9.456
Gap between HOMO and LUMO (eV): 9.66
Calculated total energy (eV): -8335.06435

***

(6)
# C15H18O

2 unconnected molecules or ions with the total composition C15H18O (ωB97M-V with the def2-TZVPD basis set, the OMol25 dataset).

Geometry (Å):
C -2.37 -2.08 -1.39
C -3.55 -2.02 -2.38
C -2.01 -0.61 -1.19
C -1.59 0.17 -2.21
C -2.05 -0.03 0.09
C -0.94 1.31 -1.98
C -1.58 1.28 0.38
C -0.92 1.88 -0.71
O -0.75 3.27 -0.75
H -2.36 -2.67 -0.44
H -1.62 -2.62 -1.99
H -4.47 -1.70 -2.04
H -1.55 -0.38 -3.15
H -2.57 -0.60 0.94
H -0.57 2.05 -2.80
H -1.95 1.53 1.38
H 0.13 3.45 -0.41
H -3.74 -2.93 -2.78
H -3.36 -1.17 -3.00
C 0.82 -1.14 1.90
C 3.00 -0.67 0.74
C 2.11 -0.39 1.83
C 4.12 0.24 0.58
C 4.18 1.26 1.45
C 2.18 0.75 2.58
C 3.12 1.66 2.27
H 2.77 -1.33 -0.10
H 4.68 -0.04 -0.27
H 0.68 -2.06 1.31
H -0.04 -0.43 1.55
H 5.16 1.94 1.58
H 1.35 0.79 3.31
H 3.19 2.72 2.76
H 0.49 -1.43 2.93

Computed properties:
Energy relative to the best compared isomer or geometry (same formula, charge and spin) (kJ/mol): 351.7
LUMO level (eV): 0.7462
HOMO level (eV): -8.661
SMILES string: CCc1ccc(O)cc1.Cc1ccccc1
Gap between HOMO and LUMO (eV): 9.41
Calculated total energy (eV): -17891.02695

***

(7)
# C5H5N3

A molecular structure, C5H5N3 (ωB97M-V with the def2-TZVPD basis set, the OMol25 dataset).

Geometry (Å):
C -1.38 -0.19 -0.17
C -1.18 1.11 -0.14
C 0.67 -0.10 0.22
C 2.15 -0.17 0.17
C 3.32 -0.28 -0.28
H -2.73 -1.52 -0.06
H -3.03 -0.23 1.00
H -1.72 2.13 -0.60
H 0.80 1.75 0.59
H 4.42 -0.31 -0.69
N -2.73 -0.52 -0.24
N 0.21 1.02 0.19
N -0.22 -1.08 0.20

Computed properties:
Energy relative to the best compared isomer or geometry (same formula, charge and spin) (kJ/mol): 503.7
LUMO level (eV): 0.7353
HOMO level (eV): -8.683
Gap between HOMO and LUMO (eV): 9.42
Calculated total energy (eV): -9730.26854

***

(8)
# C3H5NO2S

2 unconnected molecules or ions with the total composition C3H5NO2S (ωB97M-V with the def2-TZVPD basis set, the OMol25 dataset).

Geometry (Å):
C 0.48 0.57 0.43
C -0.24 -0.70 0.09
C -0.55 0.46 -0.63
N -2.60 0.15 2.58
O -1.59 -0.54 2.42
O -3.44 -0.03 3.43
S -2.92 1.32 1.44
H 0.43 1.04 1.38
H 1.39 0.72 0.01
H 0.32 -1.49 -0.32
H -1.01 -0.95 0.92
H -1.21 1.16 -1.13

Computed properties:
Energy relative to the best compared isomer or geometry (same formula, charge and spin) (kJ/mol): 805.7
LUMO level (spin up / spin down) (eV): -2.9510 / -1.3029
HOMO level (spin up / spin down) (eV): -8.445 / -9.587
Gap between HOMO and LUMO (spin up / spin down) (eV): 5.49 / 8.28
Calculated total energy (eV): -19604.16105

***

(9)
# C31H42BrN3OsP2

A molecular structure, C31H42BrN3OsP2 (ωB97M-V with the def2-TZVPD basis set, the OMol25 dataset).

Geometry (Å):
C 0.46 -7.86 0.14
C 1.16 -6.76 -0.39
C 2.34 -7.03 -1.11
C 2.77 -8.36 -1.25
N 2.09 -9.38 -0.74
C 0.97 -9.16 -0.05
C 0.71 -5.40 -0.15
C 0.42 -4.25 0.15
C 0.18 -2.94 0.68
C -1.12 -2.45 0.70
C -1.41 -1.24 1.44
C -0.20 -0.45 1.73
C 1.08 -0.96 1.83
C 1.26 -2.23 1.28
Os -1.51 0.63 1.02
P -2.03 1.22 -1.09
H 2.94 -6.22 -1.53
H -0.44 -7.73 0.73
H 3.69 -8.58 -1.80
H 0.45 -10.03 0.36
H 2.23 -2.72 1.30
H -1.93 -2.97 0.20
H 1.88 -0.36 2.28
H -2.29 -1.24 2.09
C -2.23 3.06 -1.08
C -2.01 3.77 -2.41
H -1.51 3.40 -0.32
H -3.23 3.24 -0.68
H -2.21 4.84 -2.28
H -0.98 3.68 -2.76
H -2.68 3.41 -3.20
C -0.64 0.73 -2.17
C -0.96 -0.32 -3.24
H 0.13 0.35 -1.47
H -0.23 1.65 -2.62
H -0.04 -0.57 -3.78
H -1.34 -1.25 -2.79
H -1.70 0.05 -3.97
C -3.62 0.52 -1.66
C -4.39 1.33 -2.70
H -4.21 0.40 -0.74
H -3.40 -0.49 -2.03
H -5.34 0.82 -2.92
H -4.64 2.34 -2.35
H -3.85 1.41 -3.65
Br 0.12 2.61 1.49
P 3.99 2.20 -0.46
C 2.56 2.41 -1.62
C 2.82 3.56 -2.59
H 1.66 2.56 -1.01
H 2.45 1.46 -2.17
H 2.19 3.47 -3.48
H 2.60 4.53 -2.12
H 3.86 3.57 -2.92
C 3.36 2.88 1.12
C 4.42 3.36 2.10
H 2.73 2.09 1.57
H 2.69 3.70 0.85
H 3.94 3.89 2.93
H 4.98 2.52 2.51
H 5.12 4.05 1.62
C 3.99 0.37 -0.16
C 5.10 -0.31 -0.98
H 3.00 -0.03 -0.42
H 4.15 0.22 0.91
H 5.26 -1.34 -0.62
H 4.84 -0.36 -2.04
H 6.05 0.23 -0.88
N -5.81 3.77 6.37
C -5.14 3.27 5.55
C -4.32 2.63 4.53
C -3.11 2.02 4.86
C -2.38 1.37 3.88
N -2.80 1.34 2.60
C -4.00 1.88 2.27
C -4.77 2.54 3.21
H -2.71 2.04 5.87
H -1.44 0.85 4.09
H -4.32 1.76 1.23
H -5.72 2.99 2.90

Computed properties:
<S²>: 6.04
Energy relative to the best compared isomer or geometry (same formula, charge and spin) (kJ/mol): 152.8
LUMO level (spin up / spin down) (eV): -13.1393 / -14.0291
Net charge: +4
HOMO level (spin up / spin down) (eV): -18.825 / -19.447
Gap between HOMO and LUMO (spin up / spin down) (eV): 5.69 / 5.42
Calculated total energy (eV): -128337.82791
Multiplicity: 5

***

(10)
# C5H9NO

C5H9NO in the gas phase (ωB97M-V with the def2-TZVPD basis set, the OMol25 dataset).

Geometry (Å):
C -0.79 0.15 1.84
C 0.54 -0.36 1.41
N 1.24 -1.01 2.26
O 1.00 -0.13 0.16
C 0.18 0.56 -0.76
C -0.78 -0.24 -1.59
C 0.50 0.29 -2.19
H -0.78 1.23 1.93
H -1.60 -0.16 1.19
H -0.78 -0.29 2.89
H 2.17 -1.23 1.89
H -0.09 1.56 -0.47
H -0.82 -1.30 -1.40
H -1.72 0.23 -1.87
H 1.29 -0.43 -2.39
H 0.44 1.12 -2.89

Computed properties:
Energy relative to the best compared isomer or geometry (same formula, charge and spin) (kJ/mol): 201.2
LUMO level (eV): 1.0060
HOMO level (eV): -9.634
SMILES string: [H]/N=C(/C)OC1CC1
Gap between HOMO and LUMO (eV): 10.64
Calculated total energy (eV): -8867.12698